Entry 1:
Below is the ion C4H10NO with charge +1 at a distorted geometry, with properties calculated with ωB97M-V/def2-TZVPD.

Last column: natural (NBO) charge in e.
Atoms and positions in Å:
C 0.81982 0.02103 0.43744  0.270
C 0.79761 -0.45389 -1.86289  -0.425
C -1.34296 -0.09238 -0.65858  -0.469
C 0.32754 0.41466 1.75438  -0.132
N 0.09457 -0.20657 -0.60061  -0.228
O -0.95648 0.50940 2.01325  -0.686
H 1.82961 -0.18836 0.38053  0.225
H 0.50530 0.39256 -2.43984  0.232
H 0.69241 -1.43637 -2.37992  0.256
H 1.87595 -0.35291 -1.70867  0.225
H -1.70500 0.46128 -1.51244  0.241
H -1.78830 0.23918 0.33726  0.286
H -1.73782 -1.05436 -0.85890  0.237
H 0.66460 -0.49030 2.33718  0.222
H 1.03093 1.21195 1.94008  0.227
H -1.10776 1.02508 2.82173  0.518

The total energy comes out at -288.09793 Eh. As for the charge: +1. The energy above the lowest of the compared OMol25 structures with the same formula, charge and spin is 40.89 kcal per mole. Its HOMO-LUMO gap is 11.02 eV. For the LUMO energy, the calculation gives -4.15 eV. The structure (SMILES) is C[N+](C)=CCO.

Entry 2:
Below is an isolated molecule of C3H8N2O, with properties calculated with ωB97M-V/def2-TZVPD.

Last column: natural (NBO) charge in e.
Atoms and positions in Å:
C 0.93416 -0.78883 2.10613  -0.415
N 0.05949 -0.01936 1.26264  -0.635
C 0.26660 -0.00067 -0.09831  0.777
O 1.32434 -0.32793 -0.61595  -0.662
N -0.83641 0.40612 -0.81570  -0.638
C -0.72622 0.64320 -2.24197  -0.413
H 0.58845 -1.83107 2.22153  0.181
H 0.98754 -0.30344 3.07324  0.195
H 1.91777 -0.81906 1.63893  0.238
H -0.88757 0.07075 1.59559  0.376
H -1.54579 0.91291 -0.30539  0.379
H -1.69449 0.45345 -2.70840  0.197
H -0.39476 1.66118 -2.46974  0.185
H 0.00689 -0.05726 -2.64258  0.235

The total energy comes out at -303.88113 Eh. The energy above the lowest of the compared OMol25 structures with the same formula, charge and spin is 6.90 kcal per mole. Its HOMO-LUMO gap is 10.23 eV. For the LUMO energy, the calculation gives 0.87 eV. The structure (SMILES) is CNC(=O)NC.

Entry 3:
Below is a structure of composition C14H17F5N2O3SV at a distorted geometry, with properties calculated with ωB97M-V/def2-TZVPD.

Last column: natural (NBO) charge in e.
Atoms and positions in Å:
V 0.52480 -0.22602 -1.05584  0.717
C 0.66211 -4.35154 1.26033  -0.426
N 0.19088 -3.15475 1.93631  -0.372
C 0.29360 -3.14340 3.38471  -0.416
C 0.03884 -2.00828 1.17735  0.679
O 0.15039 -1.95453 -0.04434  -0.626
C -0.28940 -0.71552 1.84681  -0.173
O -0.12455 0.22451 0.78618  -0.480
C -1.26097 0.39529 -0.06563  -0.263
C -1.63362 -0.34163 -1.44767  0.643
O -0.91123 -1.13138 -2.06506  -0.496
N -2.89821 -0.00065 -1.97631  -0.387
C -3.37016 -0.73353 -3.14125  -0.419
C -3.89149 0.80441 -1.28451  -0.418
H 0.19776 -5.23047 1.71651  0.223
H 1.74918 -4.41004 1.37062  0.214
H 0.41426 -4.33660 0.19537  0.246
H -0.07266 -4.09365 3.78366  0.237
H -0.29618 -2.33385 3.81979  0.213
H 1.34405 -3.00796 3.65873  0.216
H 0.45420 -0.48385 2.61304  0.252
H -1.29881 -0.70848 2.26525  0.229
H -1.18764 1.44799 -0.36930  0.268
H -2.15158 0.32307 0.57003  0.253
H -2.55412 -1.20355 -3.69577  0.253
H -3.88960 -0.04368 -3.81315  0.224
H -4.06405 -1.50999 -2.80567  0.209
H -3.42762 1.59899 -0.69766  0.211
H -4.46827 0.15184 -0.62281  0.206
H -4.56032 1.27094 -2.01379  0.241
F 4.06529 4.61524 1.94479  -0.275
C 3.53472 3.96186 0.89861  0.257
C 2.77446 2.81858 1.11110  0.329
F 2.56083 2.35461 2.35015  -0.300
C 2.25511 2.18924 0.00398  0.257
F 1.50168 1.09042 -0.06774  -0.275
C 2.46017 2.64397 -1.26198  -0.302
S 1.63715 1.55402 -2.25135  -0.074
C 3.21082 3.77618 -1.49897  0.342
F 3.42941 4.24718 -2.73555  -0.274
C 3.75294 4.43993 -0.39938  0.304
F 4.49126 5.54702 -0.57950  -0.273
H 0.65659 -0.33195 -2.80012  0.029

The total energy comes out at -2719.94747 Eh. As for the charge: +1. Its HOMO-LUMO gap (alpha / beta) is 7.07 / 7.62 eV. For the LUMO energy (alpha / beta), the calculation gives -3.56 / -3.14 eV. The multiplicity is 3.

Entry 4:
Below is a structure of composition C4H11N2O2 at a distorted geometry, with properties calculated with ωB97M-V/def2-TZVPD.

Last column: natural (NBO) charge in e.
Atoms and positions in Å:
O 2.25152 -0.18630 -2.01093  -0.557
C 2.02678 0.10524 -0.76883  0.693
O 2.63714 -0.46220 0.18019  -0.630
C 0.58494 0.46935 -0.31220  -0.124
C -0.26258 -0.82407 -0.39106  -0.420
C -1.63798 -0.65040 0.29791  -0.231
N -2.19759 0.64216 -0.00606  -0.869
N 0.75412 0.95371 1.10624  -0.711
H 2.34941 -1.08136 -1.29918  0.567
H 0.16065 1.31838 -0.84726  0.262
H 0.33125 -1.59139 0.10645  0.231
H -0.37195 -0.86988 -1.47915  0.250
H -1.46280 -0.82784 1.35848  0.189
H -2.22203 -1.51211 -0.05645  0.217
H -2.88880 0.87730 0.69743  0.384
H -2.68942 0.68627 -0.88901  0.386
H -0.04305 0.80193 1.71912  0.446
H 1.13265 1.88820 1.24525  0.447
H 1.54773 0.26302 1.34907  0.470

The total energy comes out at -418.66855 Eh. As for the charge: +1. The energy above the lowest of the compared OMol25 structures with the same formula, charge and spin is 82.37 kcal per mole. Its HOMO-LUMO gap is 9.86 eV. For the LUMO energy, the calculation gives -4.06 eV.

Entry 5:
Below is a cluster of 2 separate species, C12H17NS in total at a distorted geometry, with properties calculated with ωB97M-V/def2-TZVPD.

Last column: natural (NBO) charge in e.
Atoms and positions in Å:
C -1.55600 3.75816 1.61852  -0.639
C -0.30337 1.60464 -1.13453  0.099
C -1.27638 2.37363 -0.57785  -0.060
C -0.88805 2.77462 0.80639  -0.143
C 0.36458 2.16824 0.90348  0.022
C -0.43674 0.82919 -2.23732  -0.224
C -1.64027 0.66708 -2.91751  -0.229
C -2.68511 1.43786 -2.33970  -0.230
C -2.45414 2.37972 -1.36191  -0.200
N 0.73985 1.54541 -0.18337  -0.509
H 0.46100 0.33332 -2.45730  0.195
H -1.66214 0.00861 -3.86335  0.225
H 1.41085 0.84471 -0.27053  0.409
H -3.58951 1.42647 -2.85440  0.203
H 0.94921 1.98279 1.78506  0.206
H -3.31309 3.03856 -1.22569  0.211
H -1.54711 3.72829 2.73244  0.232
H -2.76060 3.63942 1.61806  0.209
H -1.45895 4.82619 1.25358  0.220
C 2.02689 -3.27685 -0.26751  -0.483
C 0.86493 -4.12922 0.00112  -0.642
C 2.48434 -2.46959 2.48700  -0.795
S 2.19104 -1.74785 0.90161  0.137
H 2.85522 -3.99167 -0.03409  0.226
H 1.87198 -2.67018 -1.14664  0.234
H 1.00943 -5.23710 0.04812  0.216
H 0.04181 -3.97400 -0.86276  0.210
H 3.38061 -3.14580 2.31037  0.215
H 2.80787 -1.78309 3.25996  0.242
H 1.70744 -3.04332 3.05713  0.220
H 0.40442 -3.89823 0.95161  0.224

The total energy comes out at -920.29820 Eh. The energy above the lowest of the compared OMol25 structures with the same formula, charge and spin is 74.84 kcal per mole. Its HOMO-LUMO gap is 8.26 eV. For the LUMO energy, the calculation gives 0.79 eV. The structure (SMILES) is Cc1c[nH]c2ccccc12.CCSC.

Entry 6:
Below is a cluster of 15 separate species, C27H65N11O34S4 in total at a distorted geometry, with properties calculated with ωB97M-V/def2-TZVPD.

Last column: Löwdin charge in e.
Atoms and positions in Å:
C 6.24962 1.32228 4.71845  0.041
N 7.29255 1.12550 3.66878  -0.450
O 8.38919 1.63689 3.86874  0.057
O 6.96965 0.47235 2.70026  0.059
H 6.49868 2.16354 5.36525  0.095
H 6.21649 0.39577 5.29168  0.103
H 5.31551 1.56535 4.21204  0.096
C 5.83380 -0.57039 -7.11063  0.045
N 5.33015 0.81796 -6.82599  -0.413
O 5.62247 1.74209 -7.59777  0.036
O 4.73384 1.02213 -5.75778  0.043
H 5.54951 -1.12068 -6.21372  0.093
H 6.91093 -0.60459 -7.27412  0.100
H 5.29516 -1.00154 -7.95448  0.095
C 8.96272 3.52837 -3.53365  0.044
N 8.27840 2.93186 -2.35970  -0.464
O 7.99759 3.64020 -1.44580  0.077
O 7.85944 1.77842 -2.41871  0.044
H 9.58577 4.32496 -3.12702  0.097
H 8.17555 3.92913 -4.17229  0.106
H 9.58046 2.78329 -4.03501  0.097
C 1.86056 6.14674 -6.54432  0.038
N 1.60660 7.52702 -6.07719  -0.472
O 1.87323 7.87195 -4.98579  0.104
O 1.15580 8.22819 -6.99449  0.029
H 2.25833 5.65355 -5.65739  0.097
H 2.50054 6.20708 -7.42459  0.103
H 0.90040 5.72514 -6.84173  0.101
C -1.88937 -4.49984 -4.60884  0.043
N -2.77709 -5.73818 -4.55674  -0.373
O -3.49664 -5.97611 -5.56115  0.040
O -2.63163 -6.45368 -3.50151  0.014
H -0.83051 -4.75849 -4.60499  0.098
H -2.27581 -3.76412 -3.90351  0.098
H -2.08077 -4.17699 -5.63218  0.082
C 0.20581 -2.91520 6.52062  0.031
N 1.55976 -2.51849 6.08778  -0.463
O 2.16330 -3.39501 5.52102  0.063
O 1.96330 -1.42152 6.40548  0.070
H -0.42715 -2.02783 6.51454  0.099
H 0.19217 -3.65283 7.32301  0.109
H -0.19642 -3.50161 5.69453  0.092
C -2.20843 4.16301 -1.01464  0.041
N -0.91816 4.79390 -0.64188  -0.469
O -0.17595 4.98151 -1.56448  0.065
O -0.66898 5.01935 0.53006  0.061
H -2.32272 3.26718 -0.40430  0.097
H -2.16298 3.75687 -2.02512  0.097
H -2.94035 4.93875 -0.78963  0.107
C -10.18184 -4.23784 -0.58770  -0.125
C -10.39589 -3.89584 -2.10195  -0.206
O -9.21244 -3.24965 -2.39716  -0.226
S -7.91242 -4.16419 -1.91583  0.763
O -6.68512 -3.38912 -1.65785  -0.247
O -7.84579 -5.32140 -2.80853  -0.252
O -8.75433 -4.52662 -0.51993  -0.224
H -10.86494 -5.04851 -0.33413  0.126
H -10.41036 -3.37578 0.03898  0.127
H -11.18286 -3.15630 -2.24986  0.137
H -10.48227 -4.73415 -2.79323  0.126
C -2.20303 -7.03350 2.34266  -0.174
C -3.47094 -6.18836 2.36756  -0.230
O -4.07082 -6.18940 3.62078  -0.190
S -3.40373 -7.37431 4.62846  0.766
O -4.08095 -8.64627 4.54379  -0.231
O -3.11436 -6.82444 5.96643  -0.253
O -2.02273 -7.30896 3.71091  -0.211
H -1.46460 -6.47219 1.77017  0.138
H -2.41576 -7.97865 1.84312  0.128
H -4.16881 -6.50892 1.59405  0.130
H -3.21556 -5.17447 2.05946  0.127
C 0.62640 -0.27442 -10.08738  -0.213
C -0.73678 -0.96134 -10.16849  -0.135
O -1.55110 -0.57250 -8.98074  -0.210
S -0.96761 0.92457 -8.46108  0.738
O -0.98509 1.09926 -6.99367  -0.245
O -1.37765 1.96775 -9.33441  -0.220
O 0.56112 0.45697 -8.90432  -0.218
H 0.86035 0.40824 -10.90429  0.127
H 1.45543 -0.98007 -10.14095  0.127
H -0.58548 -2.03110 -10.31276  0.127
H -1.26528 -0.61354 -11.05609  0.122
C 4.08806 8.37855 2.16662  -0.169
C 4.70000 7.14910 1.56003  -0.200
O 4.64327 6.19449 2.57278  -0.206
S 4.86158 6.83753 4.02061  0.752
O 6.28208 7.21635 4.25978  -0.260
O 4.01864 6.18381 5.05072  -0.257
O 3.97836 8.18609 3.58627  -0.204
H 3.05199 8.39040 1.82821  0.135
H 4.68714 9.26414 1.95463  0.135
H 5.76767 7.21010 1.34918  0.131
H 4.19308 6.80092 0.66008  0.142
C 3.46028 -5.93534 -0.24574  -0.322
O 2.98054 -5.41549 -1.33142  -0.082
N 4.37999 -5.37010 0.46140  -0.187
C 5.22707 -6.03460 1.43555  -0.047
C 4.80873 -3.95779 0.28402  -0.034
H 3.15733 -6.91128 0.16408  0.139
H 5.94612 -5.44655 2.00586  0.094
H 5.63327 -6.93376 0.97229  0.094
H 4.48852 -6.22348 2.21464  0.092
H 5.84685 -3.77050 0.00956  0.090
H 4.16460 -3.43656 -0.42416  0.076
H 4.67600 -3.32538 1.16182  0.087
C -2.93706 4.75291 6.21975  -0.351
O -3.70286 5.71023 6.20472  -0.003
N -2.37211 4.35060 7.35312  -0.170
C -1.31748 3.35627 7.50546  -0.078
C -2.68168 4.97462 8.69129  -0.029
H -2.69171 4.00118 5.45365  0.136
H -1.34822 2.82505 8.45675  0.078
H -0.31128 3.75084 7.64685  0.085
H -1.31956 2.57564 6.74473  0.085
H -1.79145 5.46819 9.08112  0.086
H -3.42672 5.76262 8.58145  0.077
H -3.09602 4.30294 9.44313  0.084
C 1.02720 0.33903 1.06787  -0.310
O 0.15703 -0.15772 1.81122  -0.032
N 1.07365 0.15254 -0.28949  -0.198
C 2.16284 0.82166 -1.06212  -0.041
C 0.29236 -0.81431 -1.04566  -0.049
H 1.75262 1.13561 1.29463  0.126
H 1.62053 1.32840 -1.86037  0.080
H 2.77953 0.07468 -1.56194  0.083
H 2.78208 1.52155 -0.50104  0.085
H 0.01758 -0.30259 -1.96802  0.079
H 0.84511 -1.70856 -1.33358  0.091
H -0.65416 -0.99505 -0.53622  0.088
C -8.20891 0.47800 3.13164  -0.385
O -9.35826 0.30049 2.75636  -0.005
N -7.39880 -0.36175 3.75071  -0.171
C -5.96720 -0.10250 4.13820  -0.027
C -7.86934 -1.72174 4.04318  -0.040
H -7.77012 1.47530 2.97333  0.131
H -5.74129 -0.32151 5.18180  0.083
H -5.69780 0.92201 3.88141  0.080
H -5.30015 -0.74122 3.55925  0.080
H -7.16374 -2.48436 3.71357  0.084
H -7.94201 -1.79626 5.12820  0.088
H -8.84301 -1.91134 3.59140  0.082

The total energy comes out at -5819.98192 Eh. Its HOMO-LUMO gap is 8.89 eV. For the LUMO energy, the calculation gives -0.38 eV.